Version 1
12 unconnected molecules or ions with the total composition C36H84N12O12, computed with the ωB97M-V functional and the def2-TZVPD basis.

The geometry in XYZ format:
```
144
C36H84N12O12 | the Open Molecules 2025 dataset | the ωB97M-V functional and the def2-TZVPD basis
C 15.174 -9.115 11.865
O 14.188 -9.805 12.064
N 16.458 -9.535 11.899
C 17.458 -8.569 11.757
C 16.734 -10.918 12.317
H 15.050 -8.037 11.597
H 18.070 -8.312 12.607
H 17.044 -7.667 11.329
H 18.164 -8.882 10.981
H 16.795 -10.970 13.412
H 15.915 -11.541 12.004
H 17.753 -11.210 11.901
C 9.264 -7.723 11.267
O 10.017 -8.201 10.371
N 9.576 -7.446 12.554
C 8.546 -7.222 13.541
C 10.981 -7.715 13.013
H 8.301 -7.287 11.038
H 7.609 -7.215 13.002
H 8.684 -6.195 13.977
H 8.762 -7.936 14.297
H 10.967 -8.575 13.693
H 11.630 -7.897 12.156
H 11.349 -6.854 13.597
C 16.146 -9.901 17.256
O 15.590 -9.875 18.322
N 17.461 -10.207 17.187
C 18.230 -10.103 15.888
C 18.154 -10.674 18.331
H 15.687 -9.801 16.259
H 17.638 -9.764 15.064
H 18.755 -10.995 15.589
H 18.972 -9.349 16.064
H 18.403 -11.745 18.291
H 19.108 -10.243 18.400
H 17.628 -10.364 19.210
C 15.236 -5.267 13.725
O 16.116 -5.556 12.926
N 14.832 -6.000 14.780
C 13.690 -5.684 15.537
C 15.514 -7.232 14.999
H 14.763 -4.289 13.734
H 13.010 -6.557 15.569
H 13.096 -4.920 14.996
H 13.822 -5.394 16.570
H 15.703 -7.448 16.032
H 14.961 -8.086 14.591
H 16.518 -7.162 14.515
C 17.456 -13.756 14.050
O 17.538 -12.883 14.910
N 18.068 -14.930 14.120
C 17.815 -16.109 13.280
C 18.789 -15.263 15.318
H 16.846 -13.646 13.205
H 17.393 -16.838 13.823
H 18.710 -16.570 12.833
H 17.152 -15.806 12.393
H 19.056 -14.328 15.838
H 18.003 -15.742 15.966
H 19.555 -16.004 15.052
C 8.111 -10.609 15.360
O 8.411 -10.403 14.215
N 8.047 -11.806 16.013
C 7.547 -11.854 17.372
C 8.232 -13.056 15.290
H 7.779 -9.725 16.039
H 7.113 -10.863 17.560
H 8.301 -12.142 18.118
H 6.823 -12.707 17.300
H 7.292 -13.443 14.974
H 8.815 -12.889 14.364
H 8.869 -13.751 15.879
C 9.678 -12.297 8.482
O 9.056 -13.212 9.014
N 10.641 -11.560 9.027
C 10.943 -11.756 10.410
C 11.017 -10.322 8.380
H 9.445 -12.026 7.423
H 9.914 -11.659 10.914
H 11.652 -11.024 10.813
H 11.280 -12.745 10.591
H 10.250 -10.067 7.632
H 11.176 -9.506 9.074
H 11.911 -10.576 7.785
C 15.360 -14.443 16.154
O 15.465 -15.029 15.102
N 14.184 -14.342 16.817
C 14.224 -13.785 18.148
C 13.012 -15.040 16.425
H 16.280 -13.938 16.558
H 14.246 -14.520 18.960
H 13.325 -13.180 18.356
H 15.070 -13.101 18.195
H 12.652 -15.642 17.300
H 12.190 -14.454 16.039
H 13.310 -15.806 15.699
C 10.194 -16.836 15.450
O 9.758 -15.797 15.980
N 10.928 -16.760 14.317
C 10.985 -18.086 13.616
C 10.983 -15.569 13.460
H 10.091 -17.857 15.851
H 11.100 -18.994 14.266
H 11.849 -18.000 12.962
H 10.110 -18.252 13.058
H 10.940 -14.639 14.039
H 11.862 -15.577 12.805
H 10.121 -15.456 12.801
C 11.303 -11.113 18.589
O 10.827 -11.481 17.523
N 11.945 -9.956 18.790
C 12.645 -9.694 20.028
C 11.991 -8.983 17.785
H 11.026 -11.723 19.495
H 12.207 -10.284 20.835
H 12.645 -8.654 20.263
H 13.752 -9.927 20.003
H 11.693 -7.971 18.111
H 13.041 -8.861 17.402
H 11.357 -9.246 16.922
C 12.681 -15.613 10.112
O 12.665 -16.482 10.968
N 13.786 -14.937 9.742
C 13.772 -14.164 8.545
C 14.988 -15.153 10.465
H 11.841 -15.307 9.592
H 12.775 -14.063 8.324
H 14.494 -14.591 7.833
H 14.177 -13.142 8.725
H 15.171 -14.194 10.939
H 14.882 -15.835 11.348
H 15.888 -15.335 9.864
C 13.628 -12.812 13.386
O 13.146 -13.225 12.319
N 12.943 -12.126 14.364
C 13.720 -11.464 15.473
C 11.577 -11.671 14.127
H 14.680 -12.832 13.578
H 13.457 -10.406 15.493
H 14.763 -11.606 15.330
H 13.420 -11.903 16.416
H 11.018 -12.204 13.394
H 11.069 -11.756 15.124
H 11.484 -10.603 13.885
```

- HOMO-LUMO gap (eV) = 8.66

Version 2
12 unconnected molecules or ions with the total composition C36H84N12O12, computed with the ωB97M-V functional and the def2-TZVPD basis.

The geometry in XYZ format:
```
144
C36H84N12O12 | the Open Molecules 2025 dataset | the ωB97M-V functional and the def2-TZVPD basis
C -10.523 -20.048 18.791
C -10.487 -20.557 20.334
O -10.669 -21.792 20.553
N -10.112 -19.638 21.206
C -9.727 -20.031 22.624
H -10.177 -19.015 18.822
H -11.549 -20.226 18.468
H -9.864 -20.773 18.312
H -9.832 -18.729 20.866
H -8.871 -19.442 22.952
H -9.566 -21.101 22.760
H -10.641 -19.920 23.206
C -13.135 -17.315 18.840
C -13.567 -17.054 17.413
O -13.711 -15.902 17.082
N -13.886 -18.085 16.603
C -14.578 -18.001 15.378
H -13.005 -16.391 19.402
H -12.110 -17.670 18.953
H -13.874 -17.861 19.427
H -13.754 -18.991 17.029
H -13.957 -17.736 14.522
H -15.357 -17.249 15.498
H -14.882 -19.034 15.211
C -12.128 -18.443 12.093
C -11.267 -17.453 11.354
O -11.017 -16.414 11.871
N -11.148 -17.739 10.040
C -10.526 -16.884 9.067
H -11.917 -19.462 11.770
H -13.195 -18.305 11.918
H -11.991 -18.446 13.174
H -11.304 -18.672 9.685
H -11.146 -16.839 8.171
H -9.475 -17.139 8.928
H -10.300 -15.837 9.266
C -12.880 -12.762 22.522
C -13.183 -12.891 21.022
O -12.206 -12.858 20.259
N -14.445 -12.961 20.631
C -14.830 -13.164 19.187
H -11.862 -12.375 22.567
H -12.989 -13.753 22.960
H -13.585 -12.103 23.029
H -15.231 -12.542 21.107
H -15.256 -14.140 18.953
H -14.017 -12.998 18.480
H -15.604 -12.455 18.893
C -12.206 -12.964 10.829
C -12.249 -12.809 12.373
O -12.177 -11.743 12.924
N -12.089 -13.950 13.097
C -12.048 -14.012 14.523
H -11.275 -13.439 10.518
H -12.356 -11.961 10.432
H -13.033 -13.584 10.481
H -11.806 -14.820 12.671
H -11.090 -13.656 14.904
H -12.166 -15.054 14.819
H -12.994 -13.557 14.815
C -20.145 -14.984 17.758
C -18.836 -15.822 17.689
O -18.585 -16.318 16.633
N -18.037 -15.801 18.749
C -16.710 -16.370 18.758
H -20.186 -14.118 17.096
H -20.324 -14.750 18.807
H -20.838 -15.751 17.412
H -18.390 -15.239 19.511
H -15.990 -15.844 18.132
H -16.609 -17.404 18.427
H -16.359 -16.631 19.756
C -17.536 -17.086 12.925
C -17.537 -16.864 11.400
O -17.866 -17.816 10.696
N -17.286 -15.688 10.875
C -17.235 -15.499 9.475
H -18.511 -17.188 13.402
H -16.862 -16.357 13.374
H -16.881 -17.943 13.081
H -16.879 -14.943 11.423
H -16.164 -15.425 9.289
H -17.768 -14.648 9.052
H -17.574 -16.303 8.821
C -17.430 -20.005 17.494
C -18.379 -20.052 18.645
O -18.750 -21.079 19.170
N -18.995 -18.897 18.976
C -20.134 -18.803 19.955
H -17.291 -20.997 17.064
H -16.432 -19.619 17.703
H -17.852 -19.473 16.642
H -18.850 -18.179 18.281
H -20.084 -17.957 20.641
H -20.085 -19.662 20.624
H -21.105 -18.708 19.469
C -18.741 -15.533 23.212
C -17.248 -15.821 23.274
O -16.435 -15.003 23.686
N -16.897 -17.022 23.115
C -15.550 -17.526 23.107
H -19.290 -16.183 23.893
H -19.139 -15.721 22.215
H -18.973 -14.486 23.408
H -17.578 -17.761 23.009
H -15.095 -17.427 22.122
H -15.497 -18.595 23.314
H -14.983 -16.977 23.859
C -14.461 -23.152 15.990
C -14.256 -22.356 17.268
O -14.040 -21.223 17.128
N -14.244 -23.031 18.419
C -14.129 -22.433 19.778
H -14.641 -22.494 15.140
H -15.356 -23.748 16.164
H -13.628 -23.798 15.711
H -14.524 -24.001 18.394
H -15.129 -22.289 20.188
H -13.656 -21.455 19.866
H -13.526 -23.143 20.346
C -10.026 -14.677 18.151
C -9.671 -15.459 19.354
O -9.281 -16.616 19.274
N -9.972 -14.863 20.481
C -9.795 -15.498 21.715
H -9.875 -13.607 18.293
H -11.070 -14.775 17.853
H -9.397 -14.985 17.316
H -10.453 -13.974 20.483
H -9.054 -14.942 22.289
H -9.769 -16.588 21.716
H -10.760 -15.235 22.149
C -15.480 -11.315 12.788
C -15.994 -12.696 13.157
O -16.307 -13.538 12.364
N -16.282 -12.775 14.503
C -16.675 -14.055 15.054
H -15.242 -11.348 11.724
H -14.561 -11.016 13.291
H -16.227 -10.522 12.812
H -16.132 -11.985 15.114
H -16.987 -13.854 16.079
H -15.793 -14.689 14.961
H -17.586 -14.475 14.627
```

- HOMO-LUMO gap (eV) = 8.65

According to the calculations, the structures order from most to least stable as version 2, version 1.

Version 1
A gas-phase ion, C6H12N (charge +1), computed with the ωB97M-V functional and the def2-TZVPD basis.

The geometry in XYZ format:
```
19
C6H12N | the Open Molecules 2025 dataset | the ωB97M-V functional and the def2-TZVPD basis
C 2.214 -0.140 -0.270
C 1.733 -1.295 -0.520
C 1.482 1.041 0.389
C -0.660 -0.145 -0.011
C -1.751 -1.016 0.608
C -1.221 0.540 -1.215
N 0.211 0.570 0.978
H 3.325 0.033 -0.576
H 1.348 -2.203 -0.818
H 2.042 1.456 1.103
H 1.428 1.612 -0.504
H -2.482 -0.427 1.062
H -1.272 -1.546 1.378
H -2.074 -1.763 -0.052
H -1.971 1.409 -1.048
H -1.935 -0.094 -1.721
H -0.360 0.840 -1.803
H 0.330 -0.117 1.668
H -0.388 1.245 1.354
```

- HOMO-LUMO gap (spin up / spin down) (eV) = 8.19 / 9.08
- total charge = +1

Version 2
2 unconnected molecules or ions with the total composition C6H12N, computed with the ωB97M-V functional and the def2-TZVPD basis.

The geometry in XYZ format:
```
19
C6H12N | the Open Molecules 2025 dataset | the ωB97M-V functional and the def2-TZVPD basis
C 0.293 -1.945 0.254
C 0.929 -3.064 0.532
N 0.927 -0.637 0.512
H -0.655 -1.838 -0.244
H 0.484 -4.054 0.337
H 1.949 -3.096 0.893
H 1.788 -0.783 1.054
H 1.177 -0.226 -0.409
H 0.209 0.075 0.882
C -2.082 0.713 0.642
C -1.167 1.647 0.162
C -0.329 1.487 -1.034
C 0.727 2.281 -1.298
H -2.331 -0.168 0.032
H -2.523 0.932 1.630
H -1.025 2.583 0.761
H -0.661 0.778 -1.818
H 1.300 2.157 -2.208
H 0.990 3.159 -0.680
```

- HOMO-LUMO gap (eV) = 9.68
- total charge = +1

According to the calculations, the structures order from most to least stable as version 2, version 1.

Version 1
A gas-phase ion, C6H12N (charge +1), computed with the ωB97M-V functional and the def2-TZVPD basis.

The geometry in XYZ format:
```
19
C6H12N | the Open Molecules 2025 dataset | the ωB97M-V functional and the def2-TZVPD basis
C -0.269 -1.425 0.963
C -1.124 -0.988 -0.303
C -0.605 0.406 -0.755
C 0.217 0.390 -1.869
C 0.211 2.571 0.308
C -0.771 1.572 0.141
N 1.246 -1.335 0.739
H -0.548 -0.699 1.726
H -0.575 -2.456 1.289
H -1.152 -1.734 -1.133
H -2.209 -0.745 -0.062
H -0.051 -0.305 -2.662
H 1.188 0.910 -1.997
H 1.254 2.534 -0.015
H 0.122 3.537 0.987
H -1.860 1.595 0.503
H 1.639 -2.016 0.079
H 1.468 -0.396 0.328
H 1.819 -1.418 1.734
```

- HOMO-LUMO gap (eV) = 8.44
- total charge = +1

Version 2
A gas-phase ion, C6H12N (charge +1), computed with the ωB97M-V functional and the def2-TZVPD basis.

The geometry in XYZ format:
```
19
C6H12N | the Open Molecules 2025 dataset | the ωB97M-V functional and the def2-TZVPD basis
C 0.159 -1.172 1.053
C 0.071 0.143 1.220
C 0.410 -2.087 -0.025
C -0.446 1.136 0.327
C -0.322 2.536 0.599
C -0.945 0.759 -0.978
N 0.752 -1.588 -1.332
H 0.177 -1.719 2.056
H 0.457 0.466 2.204
H 1.274 -2.671 0.222
H -0.446 -2.905 -0.219
H -0.563 3.181 -0.269
H 0.710 2.565 0.865
H -0.783 2.950 1.506
H -0.638 1.584 -1.582
H -1.977 0.689 -0.968
H -0.424 -0.197 -1.373
H 1.728 -1.275 -1.325
H 0.807 -2.396 -1.982
```

- HOMO-LUMO gap (eV) = 8.08
- total charge = +1

Version 3
A gas-phase ion, C6H12N (charge +1), computed with the ωB97M-V functional and the def2-TZVPD basis.

The geometry in XYZ format:
```
19
C6H12N | the Open Molecules 2025 dataset | the ωB97M-V functional and the def2-TZVPD basis
C 0.114 2.798 -0.360
C -0.743 1.839 -1.212
C -1.124 0.550 -0.441
C 0.029 -0.268 0.024
C -0.169 -1.532 0.432
N 0.933 -2.462 0.481
C 1.192 -3.231 1.460
H -0.298 3.801 -0.475
H 0.203 2.494 0.678
H 1.105 2.914 -0.796
H -1.719 2.228 -1.488
H -0.153 1.530 -2.069
H -1.813 0.792 0.372
H -1.597 -0.073 -1.204
H 0.963 0.126 0.434
H -1.117 -1.947 0.755
H 1.483 -2.561 -0.368
H 0.619 -3.168 2.376
H 2.093 -3.832 1.404
```

- HOMO-LUMO gap (eV) = 8.60
- total charge = +1

According to the calculations, the structures order from most to least stable as version 3, version 2, version 1.